Below is a molecular structure, C34H38CeN3O7Sb2 in a non-equilibrium geometry, with properties calculated with ωB97M-V/def2-TZVPD.

Calculated values
energy	-2965.00289	a.u.
HOMO energy (spin up / spin down)	-8.085 / -8.086	eV

The geometry in ORCA input format:
```
! RIJCOSX wB97M-V def2-TZVPD def2/J DEFGRID3
* xyz 0 2
C 1.643 -2.548 -4.996
C -3.603 -0.530 4.754
C -0.127 2.634 -2.826
C -0.034 -3.732 2.679
H -1.098 -3.642 2.570
H -2.512 1.840 -0.184
H 2.403 -3.218 -5.472
H -0.750 -0.531 -0.925
H -2.436 0.450 0.964
N 0.556 -4.347 1.446
C -4.068 0.184 3.685
H 2.807 3.666 -1.303
Ce 2.523 -2.231 0.699
C -1.976 1.453 3.685
C -1.853 4.438 0.297
H 5.432 -0.997 1.857
C 0.052 -3.978 -1.102
O 0.404 -1.465 2.009
C -3.491 5.967 2.004
C -1.933 0.961 0.144
O 0.709 -2.706 -1.089
H -4.031 6.656 2.696
H -0.107 -3.136 -6.057
C 0.327 -2.523 -5.362
C -2.038 4.055 1.614
H -2.241 5.940 -1.203
C -3.330 6.289 0.656
C 1.177 -0.626 -3.444
H -0.101 6.041 -3.287
C -0.509 3.818 -3.374
C 1.446 -5.449 1.599
H -1.177 3.947 -0.351
C 2.639 -5.553 0.629
C 1.404 4.951 -2.446
H -0.106 2.062 -0.071
H 0.743 -4.721 -1.492
C -1.622 0.061 -1.060
O 5.104 0.052 -2.012
O 3.138 -6.592 0.350
H -1.479 3.941 -3.787
H -0.577 0.903 5.245
C 0.738 -2.459 2.689
C -3.262 1.234 3.140
H -2.134 -0.698 6.306
C 0.182 5.052 -3.058
H 1.418 1.599 -1.644
Sb -0.668 2.631 2.511
Sb -1.562 0.972 -3.089
C -2.403 -0.221 5.389
H 6.591 -1.022 -0.234
H 0.137 0.635 0.891
H 5.603 -2.554 1.378
C -1.565 0.705 4.773
H -0.902 -5.317 0.191
C -0.563 -1.593 -4.783
H -0.717 -3.863 -1.850
N 5.180 -1.677 1.128
C -2.844 4.864 2.427
H 3.082 -1.619 -3.710
C 1.099 2.565 -2.053
H -4.267 -1.350 5.135
H 0.857 -6.382 1.531
O 3.462 -0.793 -0.747
O 1.998 -2.617 3.059
C -0.166 -0.595 -3.925
H -5.085 0.088 3.315
H -2.895 4.683 3.512
H 1.907 -5.259 2.522
N 5.595 -1.380 -0.198
H 0.749 -2.201 -1.958
H -3.962 7.146 0.340
H -1.189 -3.566 0.523
C 4.676 -0.581 -1.072
C 2.027 -1.603 -3.996
C 1.884 3.701 -1.915
C -0.593 1.438 0.710
H -2.481 -0.623 -1.137
H 1.953 5.844 -2.225
C -2.460 5.587 -0.193
H -3.619 1.864 2.386
O 3.091 -4.379 0.204
C -0.439 -4.324 0.297
H 1.591 0.127 -2.797
H -1.618 -1.520 -5.054
H 0.266 -4.326 3.547
*
```


Below is 2 unconnected molecules or ions with the total composition C5H10O2 in a non-equilibrium geometry, with properties calculated with ωB97M-V/def2-TZVPD.

Calculated values
relative energy (zero: lowest compared OMol25 entry of this formula, charge and spin)	66.9	kcal/mol
energy	-346.91878	a.u.
SMILES	C=C(C)O.C=CO
HOMO energy	-8.896	eV

The geometry in ORCA input format:
```
! RIJCOSX wB97M-V def2-TZVPD def2/J DEFGRID3
* xyz 0 1
H -1.389 -0.956 1.981
C -1.348 1.658 -1.058
C -0.996 -1.397 1.073
H 1.579 2.851 -0.503
H -2.061 0.855 -0.947
H 0.369 3.573 -1.578
H -1.186 -0.977 0.099
O 0.520 -2.482 2.467
C -0.036 1.501 -1.206
C 0.021 -2.246 1.211
H -1.692 2.656 -0.823
H 1.222 0.278 -0.497
H 1.564 2.452 -2.208
H 1.149 -3.206 2.454
C 0.918 2.658 -1.351
O 0.600 0.275 -1.220
H 0.439 -2.839 0.407
*
```


Below is 8 unconnected molecules or ions with the total composition C23H46Br8O7 in a non-equilibrium geometry, with properties calculated with ωB97M-V/def2-TZVPD.

Calculated values
relative energy (zero: lowest compared OMol25 entry of this formula, charge and spin)	0.0	kcal/mol
energy	-22022.73131	a.u.
SMILES	CCOC(C)=O.CCOC(C)=O.CCOC(C)=O.CC(C)=O.BrCCBr.BrCCBr.BrCCBr.BrCCBr
HOMO energy	-9.568	eV

The geometry in ORCA input format:
```
! RIJCOSX wB97M-V def2-TZVPD def2/J DEFGRID3
* xyz 0 1
H 3.316 -5.712 -3.392
C -4.523 -1.191 1.103
H 4.438 -5.770 -2.050
H -4.969 -2.627 2.668
H -2.581 -5.399 2.478
Br -4.111 1.754 -0.287
C 1.387 2.005 4.746
H 5.347 -1.723 -0.490
H -1.175 -5.825 1.414
H -4.759 -3.364 1.050
H -1.836 5.851 -3.137
H -0.958 -1.800 4.278
H 5.826 0.591 4.903
H -6.448 2.937 -0.173
H -1.370 7.148 -1.967
C -5.968 2.238 -0.857
C 0.636 0.278 -0.002
H -1.385 -6.815 2.776
Br -7.106 -2.586 1.344
H -1.904 1.924 -2.566
Br -2.620 -1.219 1.853
Br -0.268 7.501 -4.418
C 4.446 -1.258 -0.888
C 4.531 0.879 3.184
C -2.212 2.020 -4.732
H -1.113 2.427 -6.500
H -6.766 3.149 -2.674
C -1.567 -5.798 2.431
H 1.129 1.104 5.301
H 3.224 -1.362 -2.624
H 1.778 2.696 5.492
O -3.227 2.642 -4.648
C -0.676 -5.015 3.368
H 1.417 -1.256 4.046
H 0.852 6.189 -1.768
C 2.312 1.711 3.550
O 4.807 -3.397 -4.390
C -5.791 2.863 -2.280
Br -4.723 4.517 -2.269
O 3.576 1.320 4.037
C -5.170 -2.519 1.602
H -0.437 2.187 -3.460
C -1.387 1.652 -3.486
H 1.945 1.013 2.797
H -0.033 -3.158 5.119
O 0.216 -5.558 4.070
H 0.474 2.457 4.357
H 6.638 1.355 3.555
Br 0.718 -0.518 -1.850
C -1.050 6.532 -2.808
O 4.108 -3.261 -2.213
H 0.443 -0.520 0.716
H -5.278 2.167 -2.944
H 1.616 0.637 0.310
H -1.034 0.703 -5.990
O -0.969 -3.647 3.338
H 3.658 -1.666 -0.255
C 4.176 -1.791 -2.313
Br -0.981 4.744 -0.659
H 4.447 -0.170 -0.959
H -1.386 0.562 -3.470
Br -0.500 2.344 1.738
C -0.013 5.648 -2.152
C -0.476 1.298 0.039
C 0.979 -2.059 3.454
H -2.496 1.447 -6.758
H 4.967 -5.966 -3.764
H -6.565 1.329 -0.936
H 1.831 -2.738 3.452
C -1.663 1.590 -6.070
O 4.351 0.592 2.019
C 4.318 -5.424 -3.076
C 4.455 -3.881 -3.340
H 4.965 -1.425 -2.971
C 5.881 0.615 3.815
H 0.404 4.820 -2.725
H -0.451 1.959 -0.828
H 6.206 -0.400 3.586
H 0.748 -1.829 2.413
H 2.496 2.644 3.019
C -0.301 -2.665 4.184
H -4.368 -1.123 0.027
H -5.041 -0.341 1.549
H -1.407 0.738 -0.047
*
```


Below is 4 unconnected molecules or ions with the total composition C3H12NO4S in a non-equilibrium geometry, with properties calculated with ωB97M-V/def2-TZVPD.

Calculated values
relative energy (zero: lowest compared OMol25 entry of this formula, charge and spin)	0.0	kcal/mol
energy	-875.49305	a.u.
HOMO energy	-3.426	eV

The geometry in ORCA input format:
```
! RIJCOSX wB97M-V def2-TZVPD def2/J DEFGRID3
* xyz -1 1
H -1.653 1.151 -1.063
H 1.007 2.800 0.085
H -3.445 -0.127 -0.120
H 1.149 0.853 1.087
O 3.247 -0.463 0.755
H 0.286 -3.101 0.243
C -1.400 0.121 -0.845
H 0.093 2.921 -1.120
O 0.854 3.340 -0.702
H 2.767 -1.290 0.851
H 1.211 -2.084 -0.403
O 0.933 -0.382 -0.932
H -1.550 -0.530 -1.702
H -0.547 0.942 1.443
S -2.319 -0.199 1.941
H -2.405 -1.542 -0.028
O 1.192 -2.995 -0.062
N 0.199 0.931 0.742
C -0.011 0.137 -0.329
H 2.837 -0.020 0.006
C -2.444 -0.462 0.155
*
```